The following is a DFT calculation (ωB97M-V/def2-TZVPD) of a structure of composition C24H28N3O5PdS2Se2.

ORCA input file:
```
! RIJCOSX wB97M-V def2-TZVPD def2/J DEFGRID3
* xyz -1 3
Pd -13.71 1.36 4.20
O -17.79 4.77 1.34
S -18.71 5.21 0.23
C -18.41 3.96 -1.02
C -17.57 2.77 -0.58
C -17.34 1.80 -1.76
C -16.08 0.88 -1.62
S -16.11 -0.77 -0.88
O -14.66 -1.11 -0.95
C -16.59 -0.39 0.75
C -15.63 0.27 1.49
C -15.97 0.58 2.82
C -17.07 -0.07 3.40
C -18.05 -0.64 2.62
C -17.86 -0.68 1.21
C -20.40 4.83 0.72
C -21.44 5.57 0.19
C -22.72 5.25 0.54
C -22.99 4.26 1.46
C -21.95 3.69 2.16
C -20.62 3.92 1.74
H -17.89 4.55 -1.83
H -19.37 3.65 -1.41
H -18.03 2.32 0.32
H -16.61 3.24 -0.24
H -17.27 2.38 -2.66
H -18.24 1.24 -1.90
H -15.40 1.50 -1.09
H -15.60 0.75 -2.60
H -14.68 0.68 1.05
H -15.50 1.49 3.29
H -17.16 -0.11 4.51
H -18.95 -1.02 3.11
H -18.64 -1.05 0.56
H -21.31 6.41 -0.44
H -23.63 5.69 0.08
H -24.02 3.99 1.68
H -22.18 3.03 2.96
H -19.78 3.46 2.27
O -16.07 4.32 3.26
C -14.70 4.80 3.07
C -14.09 5.08 4.49
C -14.32 6.65 4.69
O -15.50 7.14 4.09
C -14.82 4.32 5.62
Se -14.05 2.56 6.18
C -12.59 4.92 4.63
Se -12.03 2.94 4.91
H -16.62 4.68 2.51
H -14.61 5.69 2.45
H -14.14 4.02 2.53
H -13.38 7.19 4.34
H -14.38 6.77 5.77
H -16.09 6.39 3.92
H -15.88 4.10 5.37
H -14.75 4.95 6.52
H -12.28 5.42 5.54
H -12.02 5.24 3.74
O -12.77 1.58 1.54
N -12.48 1.10 2.66
C -11.52 0.16 2.64
C -10.91 -0.19 1.48
N -10.41 -0.37 0.46
C -10.98 -0.41 3.82
N -10.35 -0.83 4.72
*
```

Gap between HOMO and LUMO (alpha / beta) (eV): 3.257 / 5.433
Electronic energy (eV): -195886.1809
ΔE to the lowest compared entry with this formula, charge and spin (eV): 0.651

Here is what Löwdin gives for the atomic charges, in e: 0.26 -0.53 1.02 -0.36 -0.24 -0.20 -0.31 0.92 -0.49 -0.44 -0.06 -0.10 -0.09 -0.09 -0.09 -0.38 -0.10 -0.10 -0.10 -0.06 -0.04 0.10 0.09 0.12 0.13 0.10 0.09 0.07 0.09 0.11 0.06 0.11 0.10 0.10 0.10 0.12 0.11 0.10 0.12 -0.13 -0.16 -0.53 -0.22 -0.06 -0.44 0.56 -0.40 0.63 0.03 0.13 0.11 0.14 0.10 0.07 0.07 0.06 0.07 0.08 -0.19 -0.39 -0.41 -0.29 0.11 -0.28 0.07